(1)
14
Properties=species:S:1:pos:R:3 method="wB97M-V/def2-TZVPD" e_above_lowest_kj_mol=466.6 spin_multiplicity=1 total_energy_ha=-483.12188
C -1.264 -0.504 -0.126
C 0.056 1.838 -0.040
C 0.783 0.818 -0.043
C 0.188 -0.432 -0.055
H -1.260 -2.365 -0.713
H -1.900 -2.231 0.686
H 0.495 3.154 0.276
H 2.908 1.013 -0.092
N -2.104 -1.702 0.047
N -1.954 0.588 0.038
N -1.304 1.888 -0.032
N 2.140 0.397 0.038
N 2.223 -0.953 0.014
N 0.991 -1.509 0.000


(2)
10
Properties=species:S:1:pos:R:3 method="wB97M-V/def2-TZVPD" total_charge=+1 e_above_lowest_kj_mol=506.8 spin_multiplicity=1 total_energy_ha=-284.26303
C -1.375 -0.231 0.435
C -0.181 -0.477 -1.444
C -1.275 -0.864 -0.679
C -0.218 0.541 1.045
N 1.179 0.074 0.510
O 0.974 -0.255 -0.820
H -0.056 -0.369 -2.603
H 1.571 -0.672 0.917
H -0.340 1.616 0.529
H -0.280 0.637 2.109


(3)
10
Properties=species:S:1:pos:R:3 method="wB97M-V/def2-TZVPD" smiles="C1#COC[NH+]=C1" total_charge=+1 e_above_lowest_kj_mol=268.4 spin_multiplicity=1 total_energy_ha=-284.35384
C 1.366 -1.049 -0.245
C 1.694 0.157 -0.013
C -0.296 1.054 -0.192
C 0.120 -1.421 0.156
N -0.776 -0.292 0.047
O 1.120 1.238 0.231
H -0.360 1.325 -1.257
H -0.863 1.764 0.419
H -0.266 -2.355 0.529
H -1.740 -0.421 0.325


(4)
10
Properties=species:S:1:pos:R:3 method="wB97M-V/def2-TZVPD" total_charge=+1 e_above_lowest_kj_mol=77.4 spin_multiplicity=1 total_energy_ha=-284.42660
C -0.215 0.063 -0.430
C -4.147 -1.415 -1.201
C -0.646 -0.399 -1.595
C 0.961 0.371 1.685
N 0.602 0.233 0.472
O -5.017 -2.011 -0.809
H 0.140 -0.346 -2.435
H -1.629 -0.644 -1.838
H 1.955 0.580 1.797
H 0.268 0.418 2.598


(5)
10
Properties=species:S:1:pos:R:3 method="wB97M-V/def2-TZVPD" smiles="[H]/N=c1/cc1/C=P/[H]" e_above_lowest_kj_mol=139.2 spin_multiplicity=1 total_energy_ha=-550.76669
C -0.096 0.306 1.695
C -0.066 -0.068 0.378
C -0.399 1.270 0.726
C 0.146 -0.998 -0.731
N -0.745 2.461 0.464
P 1.526 -2.025 -0.839
H -0.296 -0.124 2.596
H -0.513 -0.900 -1.670
H -0.618 2.635 -0.561
H 1.060 -2.557 -2.056


(6)
9
Properties=species:S:1:pos:R:3 method="wB97M-V/def2-TZVPD" e_above_lowest_kj_mol=544.7 spin_multiplicity=1 total_energy_ha=-229.82048
C 0.328 -1.185 -0.297
C -0.325 0.065 -0.828
C -0.447 1.157 0.213
C -0.339 1.845 1.192
H 1.840 -1.005 -0.215
H 0.048 -2.180 -1.247
H -0.360 -1.471 0.983
H -0.086 2.435 2.129
O -0.660 0.338 -1.931


(7)
9
Properties=species:S:1:pos:R:3 method="wB97M-V/def2-TZVPD" smiles="C#CCC=O" e_above_lowest_kj_mol=224.1 spin_multiplicity=1 total_energy_ha=-229.94261
O 0.656 -0.809 1.619
C 0.663 -0.682 0.423
C 0.751 0.697 -0.313
C -0.709 0.666 -0.388
C -1.691 -0.004 -0.166
H 0.497 -1.514 -0.289
H 1.232 0.716 -1.302
H 1.181 1.463 0.337
H -2.579 -0.533 0.079


(8)
10
Properties=species:S:1:pos:R:3 method="wB97M-V/def2-TZVPD" smiles="OC=C=C=CO" e_above_lowest_kj_mol=311.4 spin_multiplicity=1 total_energy_ha=-305.16086
O -2.274 -0.925 1.022
C -1.526 -0.219 0.126
C -0.357 -0.624 -0.328
C 0.904 -0.716 -0.540
C 2.048 -0.071 -0.321
O 2.075 1.288 -0.393
H -3.167 -0.566 1.025
H 1.147 1.550 -0.299
H -1.872 0.773 -0.186
H 3.023 -0.488 -0.106


(9)
10
Properties=species:S:1:pos:R:3 method="wB97M-V/def2-TZVPD" smiles="C#CCOC=O" e_above_lowest_kj_mol=237.2 spin_multiplicity=1 total_energy_ha=-305.18913
O 0.682 -1.946 1.715
C 0.999 -1.093 0.937
O 0.461 0.148 0.925
C -0.876 0.410 0.468
C -0.592 1.017 -0.846
C 0.183 1.317 -1.723
H 1.816 -1.199 0.192
H -1.533 -0.473 0.410
H -1.358 1.057 1.212
H 0.750 1.655 -2.567


(10)
10
Properties=species:S:1:pos:R:3 method="wB97M-V/def2-TZVPD" smiles="O=C1CC=CO1" e_above_lowest_kj_mol=0.0 spin_multiplicity=1 total_energy_ha=-305.27946
C 1.204 -0.335 -0.039
C 0.314 0.915 0.054
C -1.019 0.278 -0.113
C -0.877 -1.050 0.010
H 0.506 1.335 1.058
H 0.675 1.707 -0.661
H -1.974 0.769 -0.209
H -1.665 -1.825 -0.049
O 2.390 -0.361 -0.076
O 0.444 -1.433 0.027


(11)
10
Properties=species:S:1:pos:R:3 method="wB97M-V/def2-TZVPD" e_above_lowest_kj_mol=335.2 spin_multiplicity=3 total_energy_ha=-305.03846 s2=2.02
C -0.138 -0.370 0.021
C 1.565 -0.238 0.006
C -1.181 -1.138 0.033
C -0.013 1.190 -0.025
O 2.503 -0.924 0.028
O 1.424 1.153 0.043
H -2.087 -0.573 0.108
H -1.104 -2.222 -0.159
H -0.557 1.473 -0.988
H -0.411 1.649 0.932


(12)
12
Properties=species:S:1:pos:R:3 method="wB97M-V/def2-TZVPD" e_above_lowest_kj_mol=388.7 spin_multiplicity=1 total_energy_ha=-1101.51319
C -1.222 -0.320 0.461
C 0.110 0.208 0.399
C 0.683 1.317 -0.474
C 1.365 -0.504 -0.056
H -3.009 -2.129 -0.412
H 0.453 0.560 1.497
H 0.151 1.828 -1.326
H 1.266 1.852 0.311
O -1.932 -0.397 1.545
O 1.801 0.531 -0.847
S -1.770 -1.093 -1.215
S 2.105 -1.852 0.117